Formula: C3H9NO2
Source: the Open Molecules 2025 dataset
Level of theory: ωB97M-V with the def2-TZVPD basis set

Geometry as XYZ:
```
15
Properties=species:S:1:pos:R:3:forces:R:3:nbo_charge:R:1
C -0.33439 0.02477 -0.33485 2.771 -3.100 1.741 0.15
C 0.23480 0.91658 0.64103 -3.072 3.537 -2.110 -0.06
C -1.68226 -0.59593 -0.13854 0.129 -0.136 0.113 -0.65
N 2.13737 -0.93352 -0.15203 -0.533 -0.138 -0.021 -0.55
O 0.83336 -1.10533 0.42031 -0.868 -0.153 -1.244 -0.53
O -0.87916 2.04608 -0.02048 1.251 0.058 1.195 -0.83
H -0.41927 2.49380 -0.74600 0.041 -0.059 0.323 0.45
H 0.02383 0.11049 -1.35623 0.030 0.077 0.143 0.21
H 2.77228 -1.09852 0.63021 -0.143 0.081 -0.134 0.34
H 2.25242 -1.73257 -0.77518 0.080 0.079 0.069 0.33
H -0.08245 0.82080 1.67222 0.075 -0.050 -0.168 0.22
H 1.20953 1.34297 0.43541 0.013 -0.369 0.190 0.22
H -1.62737 -1.65809 -0.39095 0.022 0.105 -0.081 0.24
H -2.41996 -0.11257 -0.78161 0.129 -0.016 0.058 0.24
H -2.01873 -0.51895 0.89669 0.075 0.086 -0.076 0.22
```
Positions in Å, forces in eV/Å.

The calculation puts the LUMO energy at 1.0 eV. For the energy above the lowest of the compared OMol25 structures with the same formula, charge and spin, the calculation gives 125.9 kcal per mole. The calculation puts the HOMO energy at -8.5 eV. Its total energy is -324.77192 Eh. The value obtained for the HOMO-LUMO gap is 9.5 eV.



Formula: C32H27Br3IN2O6Ti
Source: the Open Molecules 2025 dataset
Level of theory: ωB97M-V with the def2-TZVPD basis set

Geometry as XYZ:
```
72
Properties=species:S:1:pos:R:3:forces:R:3:lowdin_charge:R:1
Ti -0.41729 0.06060 -0.57022 -0.150 1.085 1.593 1.07
O -3.97503 2.89027 0.09196 -0.351 0.194 -0.136 0.17
C -3.31420 1.81464 -0.29151 0.236 -0.345 0.009 -0.48
O -2.41863 1.31864 0.36034 -0.082 0.132 -0.051 -0.04
C -3.86989 1.25138 -1.58410 0.110 -0.031 -0.070 -0.11
O -3.00748 0.32607 -2.18950 -0.146 -0.047 0.027 -0.21
C -2.29838 0.77565 -3.32955 0.130 0.037 0.240 -0.07
C -0.94590 1.39776 -2.96567 -0.176 0.229 -0.876 -0.55
O -0.16871 1.69045 -3.83886 -0.066 0.068 0.193 0.13
O -0.75371 1.57876 -1.67364 0.189 0.440 -0.076 -0.18
H -3.67112 3.20374 0.95497 0.140 -0.111 0.117 0.15
H -4.14309 2.07254 -2.24936 0.006 0.013 -0.007 0.15
H -4.78764 0.72074 -1.31321 -0.046 0.081 0.048 0.15
H -2.88096 1.50071 -3.90153 0.030 0.026 -0.038 0.15
H -2.11978 -0.09149 -3.96371 0.021 0.005 -0.009 0.15
C 2.47368 2.40889 -1.45759 -0.028 -0.052 -0.013 0.00
C 2.45334 1.13768 -2.24144 -0.080 -0.029 0.191 -0.28
C 3.44125 0.90765 -3.22156 0.026 -0.098 -0.122 0.02
C 3.42514 -0.22727 -3.97658 0.094 0.121 0.033 0.01
C 2.37980 -1.15389 -3.80125 -0.196 0.012 0.190 -0.16
C 2.18035 -2.33122 -4.56233 0.012 -0.107 -0.089 -0.60
Br 3.42463 -2.81001 -5.89938 -0.034 0.007 0.052 0.83
C 1.09045 -3.13054 -4.36208 0.151 -0.029 -0.119 -0.14
C 0.13563 -2.77911 -3.39833 -0.407 0.247 0.494 -0.57
Br -1.41207 -3.82482 -3.14671 0.115 -0.015 -0.091 0.83
C 0.29101 -1.65525 -2.62288 0.544 -0.689 -0.750 -0.33
O -0.60604 -1.24574 -1.72041 -0.231 -0.744 -1.061 -0.32
C 1.43593 -0.84889 -2.80128 0.041 -0.047 -0.086 -0.13
N 1.50663 0.25054 -2.00113 -0.200 -0.220 0.022 0.11
H 3.18574 3.11133 -1.88413 0.007 0.000 0.026 0.09
H 2.74972 2.22166 -0.41829 -0.015 0.043 0.019 0.08
H 1.48004 2.84845 -1.48257 -0.021 0.063 0.018 0.07
H 4.20563 1.65661 -3.37163 0.008 -0.003 0.019 0.12
H 4.18816 -0.40832 -4.72097 -0.014 -0.004 -0.012 0.09
H 0.94948 -4.02782 -4.94705 -0.008 0.015 -0.013 0.11
C 2.86595 -2.81697 1.75262 -0.114 -0.041 0.011 -0.07
C 3.25531 -1.56465 1.29791 0.021 0.043 0.018 -0.07
C 2.34544 -0.74486 0.65002 -0.015 0.186 0.019 -0.13
C 1.01303 -1.11835 0.43054 0.597 -0.313 0.158 -0.24
C 0.66131 -2.39721 0.88215 -0.277 0.047 -0.127 -0.13
C 1.56168 -3.22976 1.53766 0.155 0.011 0.050 -0.07
H 3.56949 -3.46263 2.26151 0.011 0.001 -0.022 0.11
H 4.27298 -1.22561 1.44806 -0.004 0.006 -0.019 0.11
H 2.69759 0.22634 0.31970 -0.016 -0.033 0.018 0.08
H -0.33591 -2.78702 0.72499 0.027 0.006 -0.051 0.03
H 1.23918 -4.21137 1.86093 -0.014 0.013 0.020 0.11
C 2.51197 4.11663 3.54379 -0.070 0.025 0.040 -0.03
C 1.60901 3.20877 2.77037 -0.081 -0.103 -0.124 -0.24
C 1.39085 1.88486 3.14768 -0.020 0.130 0.039 0.01
C 0.63711 1.05645 2.34492 -0.101 -0.090 0.131 -0.11
N 0.07385 1.45155 1.19101 0.537 0.128 -0.033 -0.02
C 0.19504 2.75191 0.88516 -0.183 0.184 0.103 -0.13
C 0.94017 3.64397 1.62973 0.006 -0.010 0.093 0.00
H 3.34311 3.55983 3.97336 0.011 0.029 0.014 0.09
H 1.96898 4.59105 4.36395 -0.006 -0.022 0.002 0.10
H 2.90129 4.90649 2.90393 0.033 0.007 0.033 0.09
H 1.83043 1.49166 4.05488 0.004 -0.040 -0.021 0.13
H 0.47831 0.02575 2.63251 0.113 -0.027 -0.094 0.12
H -0.33317 3.09024 0.00511 0.082 -0.077 -0.105 0.11
H 1.01792 4.67496 1.30925 0.003 -0.025 -0.055 0.13
Br -4.96974 -4.24280 1.34716 -0.022 -0.019 0.091 0.75
C -4.10328 -3.10956 2.58396 0.074 0.057 -0.225 -0.73
C -4.33302 -3.28970 3.94000 -0.010 -0.022 0.002 -0.12
C -3.70717 -2.46727 4.86227 -0.005 -0.015 0.020 -0.07
C -2.85570 -1.45958 4.43554 0.002 0.009 0.033 -0.07
C -2.62560 -1.27604 3.08210 0.037 0.047 -0.089 -0.14
C -3.24535 -2.10259 2.15597 0.063 0.067 -0.333 -0.63
I -2.84437 -1.79365 0.09997 -0.447 -0.423 0.706 1.31
H -5.00108 -4.07627 4.26202 0.004 0.005 0.010 0.11
H -3.88754 -2.61660 5.91814 -0.010 -0.001 -0.005 0.11
H -2.37182 -0.81396 5.15615 0.006 0.003 -0.008 0.11
H -1.97292 -0.48438 2.73613 0.000 0.010 0.027 0.08
```
Positions in Å, forces in eV/Å.

The calculation puts the LUMO energy at -3.5 eV. For the energy above the lowest of the compared OMol25 structures with the same formula, charge and spin, the calculation gives 36.0 kcal per mole. The calculation puts the HOMO energy at -10.9 eV. Its total energy is -10665.68356 Eh. Its total charge is +1. The value obtained for the HOMO-LUMO gap is 7.4 eV.